(1)
Here is C34H58NNaO7P2S as an isolated structure from OMol25. Energies are from ωB97M-V with the def2-TZVPD basis set.

Geometry as XYZ:
```
104
C34H58NNaO7P2S (ωB97M-V with the def2-TZVPD basis set)
Na 0.9946 0.0970 0.1938
C -2.5069 -0.1664 1.0729
C -2.0422 0.2779 2.4438
O -0.7199 -0.1613 2.7189
C -0.6105 -1.2649 3.5916
C -0.9202 -2.6002 2.9398
O -0.0853 -2.8790 1.8305
C 1.2067 -3.3729 2.1374
C 2.2940 -2.3136 2.0477
O 2.2998 -1.5797 0.8422
C 2.5559 -2.3120 -0.3652
C 1.2675 -2.6179 -1.1052
O 0.5803 -1.4231 -1.4632
C 0.7583 -1.0622 -2.8341
C 0.3132 0.3656 -3.0224
O -1.0198 0.5294 -2.5683
C -1.2500 1.7084 -1.8199
C -2.2458 1.3813 -0.7370
O -1.6631 0.3866 0.0881
H -3.5480 0.1361 0.9146
H -2.4564 -1.2532 0.9791
H -2.7346 -0.0672 3.2216
H -2.0173 1.3709 2.4701
H -1.2639 -1.1359 4.4659
H 0.4199 -1.2531 3.9498
H -1.9405 -2.6079 2.5546
H -0.8471 -3.3936 3.6951
H 1.4109 -4.1788 1.4274
H 1.2358 -3.8094 3.1432
H 3.2642 -2.8078 2.1955
H 2.1745 -1.5627 2.8282
H 3.1160 -3.2280 -0.1510
H 3.1689 -1.6573 -0.9876
H 0.5870 -3.1755 -0.4637
H 1.4857 -3.2230 -1.9908
H 0.1727 -1.7586 -3.4450
H 1.8130 -1.1161 -3.1188
H 0.3986 0.6305 -4.0833
H 0.9842 1.0116 -2.4525
H -1.6488 2.5041 -2.4617
H -0.3190 2.0663 -1.3643
H -3.1640 0.9907 -1.1881
H -2.4831 2.2829 -0.1561
C 4.6533 1.4643 2.6192
C 3.9515 2.8247 2.5467
C 4.5857 3.6955 1.4429
P 2.1006 2.5286 2.4271
C 1.4731 4.1447 1.7484
C 1.8572 5.4140 2.5006
C -0.0343 4.1032 1.4724
C 1.7041 2.7519 4.2464
C 2.5394 1.8690 5.1721
C 0.2225 2.4438 4.5113
H 5.7247 1.5952 2.7922
H 4.5264 0.9166 1.6829
H 4.2593 0.8368 3.4192
H 4.1079 3.3307 3.5041
H 5.4372 3.1821 0.9949
H 4.9516 4.6398 1.8493
H 3.9041 3.9328 0.6309
H 1.9514 4.1568 0.7675
H 1.2616 5.5412 3.4072
H 1.6749 6.2903 1.8723
H 2.9101 5.4293 2.7849
H -0.6123 4.3535 2.3642
H -0.3520 3.1168 1.1239
H -0.3005 4.8302 0.7009
H 1.8939 3.7952 4.5142
H 2.4614 0.8170 4.8804
H 2.1670 1.9505 6.1972
H 3.5955 2.1359 5.1907
H 0.0800 1.3690 4.6382
H -0.4313 2.7451 3.6948
H -0.1234 2.9421 5.4205
O 3.4719 0.2867 -1.9813
S 3.4480 1.4936 -1.1159
N 2.2456 1.8720 -0.3707
C -5.2300 -2.1672 -2.9623
P -3.5290 -1.5495 -2.5713
C -2.6583 -3.1631 -2.6184
C -2.6996 -4.0491 -3.6975
C -2.0682 -5.2796 -3.6299
C -1.4032 -5.6583 -2.4684
C -1.3747 -4.8005 -1.3818
C -1.9901 -3.5563 -1.4625
C -3.1661 -0.7799 -4.2005
C -3.8965 0.3708 -4.5012
C -3.6612 1.0893 -5.6621
C -2.6637 0.6834 -6.5387
C -1.9228 -0.4513 -6.2472
C -2.1731 -1.1766 -5.0892
H -5.5600 -2.8219 -2.1546
H -5.2610 -2.7202 -3.9014
H -5.9222 -1.3276 -3.0271
H -3.2349 -3.7767 -4.5994
H -2.1022 -5.9504 -4.4789
H -0.9109 -6.6210 -2.4158
H -0.8729 -5.0926 -0.4675
H -1.9378 -2.8740 -0.6216
H -4.6570 0.7201 -3.8098
H -4.2496 1.9719 -5.8783
H -2.4619 1.2520 -7.4370
H -1.1376 -0.7738 -6.9196
H -1.5771 -2.0550 -4.8810
```

The max |F| is 0.0175 Eh/bohr. The calculation puts the LUMO energy at 0.16 eV. The spin multiplicity is 1. For the energy, the calculation gives -3154.9124 hartree.

Atom charges from the Löwdin analysis, given in e for atoms 1 to 2: number 1, Na, carries 0.24; number 2, C, carries -0.18



(2)
Here is C34H59BrCuNP3 as an isolated structure at a distorted geometry from OMol25. Energies are from ωB97M-V with the def2-TZVPD basis set.

Geometry as XYZ:
```
99
C34H59BrCuNP3 (ωB97M-V with the def2-TZVPD basis set)
C -3.6960 3.5532 -6.1054
C -3.6664 4.5452 -5.0913
C -4.3001 5.7754 -5.3367
C -4.8776 5.9994 -6.5923
N -4.8629 5.0586 -7.5501
C -4.3025 3.8578 -7.3324
C -2.9700 4.3287 -3.8347
C -2.2030 3.4793 -3.2646
C -1.4053 2.3529 -2.8756
C -1.9732 1.1158 -2.5000
C -1.3108 0.2831 -1.5923
C -0.1045 0.6981 -0.9946
C 0.5346 1.8366 -1.5069
C -0.0816 2.6357 -2.4641
Cu -2.4612 4.9655 -2.1110
P -2.8798 1.0194 1.5871
H -4.3185 6.5454 -4.5725
H -3.2229 2.6034 -5.9224
H -5.3551 6.9604 -6.8257
H -4.3121 3.1105 -8.1358
H 0.3651 3.5717 -2.8097
H -2.9837 0.8494 -2.8818
H 1.5153 2.1456 -1.1420
H -1.7453 -0.6772 -1.3164
C -2.0329 0.4641 3.1426
C -2.8861 0.2834 4.3930
H -1.2456 1.2163 3.3235
H -1.5082 -0.4722 2.8977
H -2.2526 -0.1100 5.1976
H -3.3090 1.2312 4.7470
H -3.7041 -0.4323 4.2430
C -4.4757 1.7705 2.1293
C -5.4680 1.9774 0.9744
H -4.2344 2.7445 2.5896
H -4.9133 1.1301 2.9078
H -6.2363 2.7004 1.2758
H -4.9742 2.3502 0.0676
H -5.9786 1.0387 0.7330
C -3.4325 -0.5898 0.8700
C -4.4285 -1.4026 1.6934
H -2.5143 -1.1767 0.7099
H -3.8406 -0.3704 -0.1288
H -4.7488 -2.2704 1.1029
H -3.9696 -1.7911 2.6102
H -5.3298 -0.8388 1.9620
Br 0.5850 -0.1703 0.5325
P -0.3657 5.1844 1.3418
C -1.7105 4.2528 2.1872
C -1.7520 4.5380 3.6900
H -1.5245 3.1829 1.9970
H -2.6601 4.5191 1.7033
H -2.5702 3.9765 4.1605
H -0.8173 4.2453 4.1881
H -1.9211 5.6064 3.8873
C 0.9749 3.9003 1.4155
C 2.3711 4.4554 1.7152
H 0.9617 3.3478 0.4657
H 0.6985 3.1930 2.2113
H 3.0872 3.6273 1.7941
H 2.7171 5.1266 0.9210
H 2.3943 5.0039 2.6660
C -0.8681 5.3614 -0.4194
C -1.2004 6.8322 -0.6672
H -1.7438 4.6930 -0.6111
H -0.0205 5.0362 -1.0363
H -1.4103 7.0204 -1.7327
H -2.0614 7.1411 -0.0588
H -0.3486 7.4687 -0.3758
C 2.4116 -3.5930 1.2467
C 2.9987 -3.4529 -0.1729
C 3.0479 -4.8057 -0.8872
P 2.1649 -2.0980 -1.1018
C 3.3389 -1.3175 -2.2897
C 4.1562 -2.3251 -3.1035
C 2.6703 -0.2561 -3.1788
C 0.6493 -2.7292 -1.9748
C 0.9239 -3.5766 -3.2184
C -0.3009 -3.4287 -0.9911
H 1.3804 -3.9727 1.2249
H 2.4167 -2.6293 1.7709
H 3.0283 -4.3029 1.8187
H 4.0393 -3.0883 -0.0687
H 2.0612 -5.2839 -0.9461
H 3.4699 -4.7419 -1.8970
H 3.7026 -5.4809 -0.3145
H 4.0257 -0.7877 -1.6027
H 3.5135 -2.9543 -3.7341
H 4.8409 -1.7706 -3.7606
H 4.7642 -2.9704 -2.4596
H 2.4105 0.6349 -2.5989
H 3.3671 0.0447 -3.9739
H 1.7478 -0.6271 -3.6470
H 0.1579 -1.7979 -2.3086
H 1.5095 -4.4752 -2.9827
H -0.0433 -3.9050 -3.6285
H 1.4362 -3.0116 -4.0069
H -0.4572 -2.8380 -0.0786
H -1.2792 -3.5504 -1.4799
H 0.0592 -4.4285 -0.7078
```

The max |F| is 0.0653 Eh/bohr. The calculation puts the LUMO energy (alpha / beta) at -6.48 / -7.37 eV. The spin multiplicity is 2. For the energy, the calculation gives -6623.5448 hartree. Its total charge is +2.

Atom charges from the Löwdin analysis, given in e for atoms 1 to 2: number 1, C, carries 0.01; number 2, C, carries -0.22



(3)
Here is a 4-piece molecular cluster, C34H60F2N2O16 overall at a distorted geometry from OMol25. Energies are from ωB97M-V with the def2-TZVPD basis set.

Geometry as XYZ:
```
114
C34H60F2N2O16 (ωB97M-V with the def2-TZVPD basis set)
C 3.7848 -3.5883 4.1823
C 3.4630 -2.9045 2.8647
O 2.6687 -3.7858 2.0658
C 2.6549 -1.6412 3.1128
O 2.7278 -0.6848 2.0258
N 1.6147 -0.7546 1.2201
C 0.5030 -0.1586 1.6787
C -0.6676 -0.1625 0.9596
C -1.8817 0.5562 1.4798
C -1.8722 0.8069 2.9826
F -3.1871 0.9433 3.4005
C -0.6819 -0.8479 -0.2738
C -1.9111 -0.9311 -1.1367
O -1.8289 -0.7984 -2.3304
O -3.0546 -1.1687 -0.4935
C -3.1673 -2.6049 -0.2172
O -3.9937 -2.8843 0.6366
O -2.3594 -3.2912 -0.8559
C 0.4949 -1.4679 -0.7227
N 0.5531 -2.1458 -1.9642
C 0.2858 -3.3519 -1.9604
O 0.0336 -4.4741 -1.9713
C 1.6788 -1.3931 0.0369
C 2.9463 -1.9860 -0.4737
C 3.7733 -0.9580 -1.2690
C 4.3654 0.1148 -0.3805
F 5.1719 0.9495 -1.1285
H 4.1931 -4.5633 3.9256
H 4.5310 -3.0634 4.7697
H 2.8707 -3.7808 4.7431
H 4.3798 -2.6611 2.3321
H 2.0902 -4.2752 2.6613
H 1.6272 -1.9428 3.3037
H 3.0136 -1.1535 4.0160
H 0.5750 0.3499 2.6253
H -1.8793 1.5330 0.9916
H -2.8062 0.0683 1.1979
H -1.3979 1.7564 3.2291
H -1.4239 -0.0103 3.5477
H 3.5750 -2.3759 0.3154
H 2.7390 -2.8124 -1.1352
H 3.1473 -0.4498 -2.0022
H 4.5759 -1.4636 -1.7980
H 4.9192 -0.2970 0.4611
H 3.5523 0.7171 0.0301
C -2.6828 -4.4175 2.4898
O -2.3313 -4.5918 3.8635
C -1.0261 -5.0777 4.0435
C -0.4912 -4.6306 5.3854
O -0.0966 -3.2563 5.4155
C -1.1472 -2.2934 5.4261
C -1.8765 -2.1829 6.7466
O -2.7930 -3.2470 6.9079
C -3.0518 -3.5432 8.2611
H -2.7041 -5.3804 1.9710
H -3.6620 -3.9719 2.4620
H -1.9721 -3.7501 1.9943
H -0.3657 -4.7083 3.2443
H -1.0397 -6.1778 4.0102
H 0.4214 -5.1972 5.5911
H -1.1985 -4.8503 6.1848
H -1.8435 -2.4600 4.6026
H -0.6537 -1.3313 5.2532
H -2.4375 -1.2376 6.7634
H -1.1446 -2.1786 7.5642
H -2.1270 -3.8039 8.7899
H -3.7186 -4.4024 8.2874
H -3.5367 -2.7005 8.7671
C 6.0463 8.2021 0.5913
O 4.9050 7.5776 0.0495
C 4.4998 8.1537 -1.1818
C 3.7667 7.1462 -2.0377
O 4.6119 6.2112 -2.6900
C 5.1988 5.1884 -1.9000
C 4.2368 4.1067 -1.4670
O 3.4342 4.5459 -0.3752
C 2.1938 3.8888 -0.3208
H 5.8417 9.2470 0.8512
H 6.3214 7.6606 1.4944
H 6.8877 8.1597 -0.1102
H 5.3695 8.5292 -1.7332
H 3.8258 8.9933 -0.9629
H 3.2817 7.6971 -2.8464
H 2.9831 6.6440 -1.4671
H 5.7324 5.6044 -1.0434
H 5.9406 4.7215 -2.5515
H 4.8028 3.2307 -1.1370
H 3.6037 3.8257 -2.3170
H 1.6263 4.0361 -1.2472
H 1.6261 4.3197 0.5029
H 2.3206 2.8110 -0.1410
C -1.6409 0.5576 -5.7298
O -2.9394 0.0193 -5.7898
C -3.6690 0.2205 -4.5829
C -5.1538 0.2659 -4.8541
O -5.6154 1.4947 -5.4075
C -5.3096 1.7587 -6.7658
C -6.1120 0.9417 -7.7541
O -5.6031 -0.3771 -7.8559
C -6.5823 -1.3081 -8.2520
H -1.0346 0.0495 -4.9713
H -1.1795 0.4178 -6.7067
H -1.6709 1.6330 -5.5107
H -3.3598 1.1570 -4.1026
H -3.4531 -0.6112 -3.9136
H -5.6623 0.1840 -3.8913
H -5.4668 -0.5837 -5.4632
H -4.2389 1.6664 -6.9591
H -5.5802 2.8070 -6.9156
H -6.0447 1.4124 -8.7454
H -7.1614 0.9246 -7.4371
H -7.4227 -1.3178 -7.5480
H -6.1204 -2.2936 -8.2499
H -6.9538 -1.0908 -9.2608
```

The max |F| is 0.0435 Eh/bohr. The calculation puts the LUMO energy at -1.74 eV. The spin multiplicity is 1. For the energy, the calculation gives -2844.3307 hartree.

Atom charges from the Löwdin analysis, given in e for atoms 1 to 2: number 1, C, carries -0.03; number 2, C, carries -0.40



(4)
Here is a 7-piece molecular cluster, C34H60N2O17S6 overall at a distorted geometry from OMol25. Energies are from ωB97M-V with the def2-TZVPD basis set.

Geometry as XYZ:
```
119
C34H60N2O17S6 (ωB97M-V with the def2-TZVPD basis set)
N -0.1288 6.6450 1.7459
C -0.7201 5.6503 1.9097
O -1.3252 4.5208 2.0542
C -1.3971 3.8277 0.7973
N -2.4467 4.2421 -0.1066
C -2.8443 3.2079 -0.9296
O -3.8020 3.2077 -1.6745
C -1.7825 2.1498 -0.6937
C -1.9381 0.7888 -1.2949
C -1.2663 0.6847 -2.6312
O -0.9894 1.6335 -3.3259
O -1.0307 -0.5937 -3.0538
C -1.5042 2.3218 0.8005
C -2.5932 1.8126 1.7569
C -1.9603 1.7290 3.1402
C -2.7460 2.2904 4.2345
O -2.5678 0.8900 4.0475
H -0.4460 4.0212 0.2962
H -3.1663 4.8675 0.2214
H -0.9073 2.5998 -1.1659
H -2.9794 0.5470 -1.4942
H -1.5323 0.0044 -0.6714
H -0.0787 -0.7430 -3.0504
H -0.6186 1.7760 1.0956
H -3.4149 2.4979 1.8971
H -2.8957 0.7981 1.5453
H -0.9025 1.8490 3.1981
H -3.7866 2.5067 4.0817
H -2.1735 2.6748 5.0571
C 4.7247 0.3553 -4.0909
C 3.6279 1.3749 -4.4272
C 2.2784 0.7088 -4.1293
S 2.5972 -0.4957 -2.8310
O 2.3446 -1.8201 -3.3563
O 1.9800 -0.0506 -1.6007
C 4.3572 -0.2247 -2.7292
H 5.7112 0.8154 -4.0717
H 4.7360 -0.4344 -4.8361
H 3.7456 2.2614 -3.8007
H 3.6805 1.7005 -5.4643
H 1.5384 1.4236 -3.7787
H 1.8907 0.1698 -4.9917
H 4.8625 -1.1613 -2.5050
H 4.5358 0.4991 -1.9339
C 0.7476 -2.9457 1.2774
C 0.0146 -2.5687 2.5745
C 0.9657 -1.6909 3.3975
S 2.0291 -0.8662 2.2122
O 3.3847 -1.3230 2.3991
O 1.7242 0.5475 2.1745
C 1.3583 -1.6484 0.7571
H 0.0752 -3.3900 0.5445
H 1.5366 -3.6694 1.4942
H -0.8908 -2.0076 2.3293
H -0.2894 -3.4483 3.1418
H 0.4337 -0.9399 3.9778
H 1.5931 -2.2946 4.0578
H 2.1521 -1.7963 0.0364
H 0.5989 -0.9893 0.3438
C 0.8709 -5.0602 8.9185
C 2.2026 -5.6434 8.4257
C 2.1294 -5.7240 6.8951
S 1.0040 -4.4205 6.3795
O -0.1632 -5.0209 5.7861
O 1.7407 -3.3889 5.6912
C 0.5873 -3.8563 8.0252
H 0.9176 -4.7741 9.9677
H 0.0777 -5.8020 8.8063
H 3.0200 -4.9834 8.7210
H 2.4001 -6.6220 8.8592
H 3.0956 -5.5587 6.4264
H 1.7122 -6.6709 6.5591
H -0.4502 -3.5323 8.0435
H 1.2454 -3.0213 8.2629
C -1.8122 6.5004 -2.9014
C -1.6601 7.9868 -2.5527
C -0.3443 8.4703 -3.1763
S -0.0598 7.4294 -4.6162
O 1.1255 6.6417 -4.3892
O -0.2184 8.2102 -5.8165
C -1.4940 6.3836 -4.3880
H -2.8121 6.1311 -2.6790
H -1.0995 5.9112 -2.3204
H -2.4968 8.5469 -2.9752
H -1.6657 8.1521 -1.4763
H -0.3959 9.5068 -3.4979
H 0.4963 8.3340 -2.4992
H -1.2582 5.3704 -4.7050
H -2.2990 6.7898 -4.9991
C -8.0505 -0.9364 1.8272
C -7.8369 -0.5130 0.3671
C -6.4855 0.2100 0.2929
S -5.4774 -0.4771 1.6154
O -5.2229 0.5590 2.5807
O -4.4086 -1.2605 1.0470
C -6.7349 -1.5647 2.2766
H -8.8795 -1.6345 1.9292
H -8.2714 -0.0588 2.4381
H -7.8162 -1.3993 -0.2695
H -8.6420 0.1266 0.0101
H -5.9815 0.0449 -0.6556
H -6.5880 1.2774 0.4766
H -6.6264 -1.6267 3.3564
H -6.5905 -2.5465 1.8270
C 5.0439 -5.4266 -5.9577
C 6.3966 -5.7876 -5.3274
C 6.9945 -4.4955 -4.7543
S 5.5970 -3.4434 -4.3391
O 5.6281 -2.2806 -5.1926
O 5.4900 -3.3265 -2.9070
C 4.3268 -4.5493 -4.9352
H 4.4601 -6.3130 -6.1990
H 5.2043 -4.8668 -6.8814
H 6.2419 -6.5098 -4.5240
H 7.0712 -6.2427 -6.0503
H 7.5786 -4.6745 -3.8558
H 7.5982 -3.9681 -5.4899
H 3.5091 -3.9676 -5.3531
H 3.9758 -5.1338 -4.0861
```

The max |F| is 0.0441 Eh/bohr. The calculation puts the LUMO energy at 0.44 eV. As for the SMILES: N#CO[C@@H]1NC(=O)[C@H](CC(=O)O)[C@@H]1C[C@H]1CO1.O=S1(=O)CCCC1.O=S1(=O)CCCC1.O=S1(=O)CCCC1.O=S1(=O)CCCC1.O=S1(=O)CCCC1.O=S1(=O)CCCC1. The spin multiplicity is 1. For the energy, the calculation gives -5109.1325 hartree.

Atom charges from the Löwdin analysis, given in e for atoms 1 to 2: number 1, N, carries 0.17; number 2, C, carries -0.34